[1]
A structure of composition C5H5NO at a distorted geometry, computed with ωB97M-V/def2-TZVPD.

Multiplicity: 1

Geometry (Å):
O  0.2718  0.6338  1.4968
C  1.0835  0.1249  0.4219
C  0.3352  -1.0608  -0.2432
C  -1.0640  -0.6264  0.0081
C  -0.7404  0.7924  0.5095
C  0.2608  0.8143  -0.6869
N  -0.4542  -0.4234  -1.3274
H  2.1409  0.0409  0.6972
H  0.8352  -1.9815  -0.4552
H  -1.8381  -1.3139  0.3360
H  -1.4929  1.5507  0.7052
H  0.6801  1.4545  -1.4500



[2]
The molecule C5H5NO at a distorted geometry, computed with ωB97M-V/def2-TZVPD.

Multiplicity: 1
SMILES string: C1=C[C@@H]2O[C@@H]2N=C1

Geometry (Å):
C  -1.3509  -0.2976  -0.4955
C  -0.8709  0.9404  -0.1597
C  -0.5045  -1.4199  -0.2295
C  0.5465  1.0456  0.1765
C  1.3900  -0.3346  0.3653
N  0.6870  -1.4358  0.2668
O  1.5871  0.6020  -0.6605
H  -2.3313  -0.3331  -0.7444
H  -1.5315  1.9110  0.0127
H  -0.8111  -2.4637  -0.2102
H  0.9237  1.9487  0.7019
H  2.2658  -0.1629  0.9766



[3]
A structure of composition C5H5NO at a distorted geometry, computed with ωB97M-V/def2-TZVPD.

Multiplicity: 1

Geometry (Å):
N  -2.9436  -0.4529  0.8080
C  -1.8112  -0.6651  0.9188
C  -0.3766  -0.3660  1.0347
O  0.6794  -1.2443  0.6197
C  1.2152  -0.1931  -0.2082
C  0.2772  0.0229  -1.3310
C  -0.0093  0.6665  0.0050
H  -0.1732  -0.0456  2.0622
H  2.2851  -0.0140  -0.1701
H  0.6027  0.7618  -2.0592
H  -0.2864  -0.8176  -1.7314
H  -0.3178  1.6977  0.1079



| no. | highest occupied orbital energy (Ha) | orbital gap (eV) |
| --- | --- | --- |
| 1 | -0.3360 | 10.25 |
| 2 | -0.3443 | 9.63 |
| 3 | -0.3785 | 11.12 |